C3H3N3OS | ωB97M-V with the def2-TZVPD basis set

Last column: natural (NBO) charge in e.
Atoms and positions in Å:
C1 -0.479 -0.275 -0.556  0.393
C2 -0.730 0.045 1.621  0.304
C3 1.420 0.232 0.876  0.651
H1 -2.698 0.581 -1.667  0.241
H2 -1.419 0.588 2.529  0.192
H3 3.160 1.300 0.019  0.401
N1 -1.390 -0.097 0.448  -0.586
N2 0.565 -0.048 2.037  -0.526
N3 2.504 1.017 0.889  -0.685
O1 0.853 -0.398 -0.370  -0.507
S1 -1.180 -0.337 -2.074  0.122

Forces on atoms 1 to 3 (eV/Å):
C -0.903 0.200 3.829
C 0.046 2.058 4.702
C 2.421 1.848 0.827

Summary:
Kohn-Sham gap in eV: 7.80
Largest force on an atom in eV/Å: 5.1
Lowest unoccupied orbital energy in eV: -1.5670
Energy above the lowest of the compared OMol25 structures with the same formula, charge and spin in kcal/mol: 131.1
E in eV: -20507.6949
Spin multiplicity: 1